## P
The following is a quantum chemistry calculation of a structure of composition C5H12N, from the Open Molecules 2025 dataset.

Output
Frontier orbital gap in eV: 6.082
HOMO in eV: -12.645
LUMO in eV: -6.56
Charge: +1

Each line ends with the Mulliken charge.
Positions of all 18 atoms, in Å:
C (-1.377, 0.963, 1.241)  -0.518
C (-1.556, -0.445, 1.758)  -0.536
C (-0.270, -1.157, 1.632)  -0.623
C (0.170, -1.040, 0.208)  -0.222
C (-0.128, 0.049, -0.383)  -0.610
N (2.613, 1.042, -3.532)  -0.638
H (-0.877, 0.619, 0.192)  0.543
H (-2.316, 1.503, 1.242)  0.336
H (-0.583, 1.500, 1.763)  0.362
H (-1.954, -0.537, 2.770)  0.370
H (-2.244, -1.001, 1.115)  0.306
H (0.505, -0.797, 2.320)  0.303
H (-0.338, -2.193, 1.965)  0.373
H (0.760, -1.888, -0.130)  0.417
H (0.186, 0.317, -1.395)  0.468
H (2.374, 1.809, -4.138)  0.230
H (1.909, 0.335, -3.623)  0.218
H (2.733, 1.371, -2.586)  0.220

## Q
The following is a quantum chemistry calculation of the ion C5H12N with charge +1, from the Open Molecules 2025 dataset.

Output
Frontier orbital gap in eV: 10.203
HOMO in eV: -13.751
SMILES: C=CCCC[NH3+]
LUMO in eV: -3.55
Charge: +1

Each line ends with the Mulliken charge.
Positions of all 18 atoms, in Å:
C (1.454, 0.442, -0.658)  -0.571
C (0.309, 1.359, -0.527)  -0.730
C (-1.139, 0.795, -0.278)  -0.290
C (-1.651, -1.620, 0.750)  -0.775
C (-1.140, -0.673, -0.090)  -0.250
N (1.548, -0.304, 0.656)  -0.272
H (2.476, 0.959, -0.772)  0.378
H (1.301, -0.218, -1.453)  0.335
H (0.624, 2.034, 0.328)  0.306
H (0.307, 2.077, -1.384)  0.386
H (-1.704, 1.132, -1.105)  0.315
H (-1.528, 1.282, 0.640)  0.252
H (-1.962, -1.436, 1.732)  0.339
H (-1.479, -2.660, 0.444)  0.287
H (-0.751, -1.263, -1.021)  0.236
H (1.321, -1.291, 0.459)  0.357
H (2.498, -0.359, 0.882)  0.364
H (1.059, 0.053, 1.479)  0.334

Relative stability in kcal/mol, measured from the most stable structure: P 68.5; Q 0.0